(1)
DFT (ωB97M-V/def2-TZVPD) results for a 2-piece molecular cluster, C3H9N2O2 overall.

The geometry in XYZ format:
```
16
Properties=species:S:1:pos:R:3:nbo_charge:R:1
C 1.205 -0.134 -0.140 0.497
C -1.207 -1.115 -0.379 -0.709
C -0.263 0.009 -0.482 0.471
N 1.882 0.909 -0.339 -0.665
N -0.542 1.095 -1.121 -0.645
O 1.666 -1.278 0.349 -0.632
O -0.497 0.741 1.573 -0.928
H -1.160 -1.608 0.590 0.262
H -0.952 -1.852 -1.148 0.277
H -2.230 -0.788 -0.553 0.264
H -0.125 0.356 2.376 0.507
H 2.868 0.864 -0.114 0.396
H 0.238 1.752 -1.215 0.461
H -1.469 1.350 -1.440 0.433
H 1.020 -1.998 0.374 0.503
H -0.436 1.699 1.667 0.508
```

Summary:
Charge: +1
LUMO, eV: -4.66
E_HOMO, eV: -15.07
Relative energy (zero: lowest compared OMol25 entry of this formula, charge and spin), kJ/mol: 148.5
Multiplicity: 1
Kohn-Sham gap, eV: 10.409


(2)
DFT (ωB97M-V/def2-TZVPD) results for an isolated ion of composition C6H13N and charge -1.

The geometry in XYZ format:
```
20
Properties=species:S:1:pos:R:3:mulliken_spin:R:1
C -0.939 -2.102 -0.962 0.576
C 0.029 -1.930 0.194 0.277
C -0.336 -0.923 1.272 0.282
C -0.749 0.469 0.788 -0.004
N 1.625 2.938 -0.966 0.621
C 0.588 2.397 -0.221 1.529
C 0.526 1.267 0.496 0.364
H -0.604 -2.715 -1.779 -0.379
H -1.082 -1.105 -1.384 -0.065
H -1.939 -2.410 -0.660 0.024
H 0.960 -1.550 -0.262 0.013
H 0.435 -2.875 0.568 -0.252
H -1.226 -1.352 1.779 -0.099
H 0.340 -0.863 2.124 0.031
H -1.313 0.996 1.563 -0.194
H -1.320 0.393 -0.129 0.067
H 2.514 2.463 -0.958 -0.477
H 1.359 3.119 -1.936 -0.725
H -0.308 3.003 -0.321 -0.590
H 1.442 0.779 0.794 0.002
```

Summary:
Charge: -1
LUMO (spin up / spin down), eV: 3.98 / 3.87
E_HOMO (spin up / spin down), eV: 1.47 / -3.94
Relative energy (zero: lowest compared OMol25 entry of this formula, charge and spin), kJ/mol: 102.4
Multiplicity: 2
Kohn-Sham gap (spin up / spin down), eV: 2.505 / 7.808


(3)
DFT (ωB97M-V/def2-TZVPD) results for one molecule with the formula C5H9N.

The geometry in XYZ format:
```
15
Properties=species:S:1:pos:R:3:nbo_charge:R:1
C -0.642 1.175 1.143 -0.661
N 1.338 1.443 -1.066 -0.824
C 0.942 0.181 -0.609 0.064
C 0.037 0.036 0.408 -0.180
C -0.874 -1.196 0.268 -0.163
C -0.447 -2.362 -0.271 -0.454
H 0.096 2.016 1.217 0.217
H -1.554 1.639 0.679 0.210
H -0.805 0.871 2.194 0.227
H 0.577 2.108 -1.061 0.389
H 2.032 1.436 -1.784 0.388
H 1.604 -0.666 -1.013 0.198
H -1.874 -0.854 0.600 0.201
H 0.606 -2.581 -0.178 0.188
H -1.035 -3.246 -0.527 0.201
```

Summary:
Charge: 0
SMILES string: C=C/C(C)=C/N
LUMO, eV: 1.00
E_HOMO, eV: -7.36
Relative energy (zero: lowest compared OMol25 entry of this formula, charge and spin), kJ/mol: 211.1
Multiplicity: 1
Kohn-Sham gap, eV: 8.359


(4)
DFT (ωB97M-V/def2-TZVPD) results for a 2-piece molecular cluster, C14H20NO6 overall.

The geometry in XYZ format:
```
41
Properties=species:S:1:pos:R:3:nbo_charge:R:1
O -3.458 -4.302 -2.778 -0.734
C -4.440 -4.015 -2.083 0.911
O -4.564 -4.519 -0.897 -0.796
O -5.477 -3.114 -2.524 -0.571
C -4.821 -2.117 -3.249 0.798
O -4.911 -2.149 -4.456 -0.566
C -3.958 -1.014 -2.603 -0.154
C -3.681 -1.106 -1.175 -0.172
C -2.827 -0.082 -0.586 -0.226
C -2.307 1.019 -1.384 -0.222
C -2.616 1.074 -2.805 -0.242
C -3.462 0.061 -3.468 -0.169
H -4.098 -1.926 -0.548 0.268
H -2.585 -0.168 0.495 0.204
H -1.672 1.790 -0.902 0.225
H -2.237 1.880 -3.481 0.202
H -3.693 0.124 -4.553 0.240
C 3.476 -1.635 2.615 -0.245
O 3.309 -0.368 3.228 -0.553
C 4.288 0.592 2.838 -0.069
C 3.680 1.662 1.937 -0.243
N 3.343 1.122 0.621 -0.627
C 2.492 1.999 -0.185 -0.250
C 1.109 2.369 0.366 -0.083
O 0.194 1.287 0.428 -0.544
C 0.327 0.458 1.571 -0.242
H 2.823 -2.344 3.125 0.197
H 3.185 -1.610 1.561 0.162
H 4.507 -1.990 2.703 0.167
H 5.161 0.124 2.375 0.175
H 4.625 1.076 3.760 0.180
H 4.397 2.478 1.817 0.187
H 2.794 2.053 2.449 0.170
H 2.863 0.239 0.740 0.355
H 2.341 1.488 -1.140 0.210
H 3.044 2.919 -0.405 0.185
H 0.668 3.084 -0.336 0.189
H 1.160 2.891 1.328 0.159
H 0.638 1.020 2.457 0.168
H 1.026 -0.355 1.368 0.161
H -0.643 0.005 1.776 0.195
```

Summary:
Charge: -1
LUMO, eV: 2.36
E_HOMO, eV: -4.20
Multiplicity: 1
Kohn-Sham gap, eV: 6.565


(5)
DFT (ωB97M-V/def2-TZVPD) results for a 13-piece molecular cluster, H26O13 overall.

The geometry in XYZ format:
```
39
Properties=species:S:1:pos:R:3:mulliken_spin:R:1
O 4.652 -4.721 30.719 0.000
H 4.356 -4.411 31.575 0.000
H 4.802 -3.922 30.214 0.000
O 7.197 -8.698 33.184 0.006
H 7.084 -7.749 33.242 -0.001
H 7.660 -8.934 33.988 0.000
O 6.118 -2.702 32.561 0.000
H 6.865 -3.278 32.725 0.000
H 6.468 -2.008 32.002 0.000
O 6.829 -6.479 31.263 0.006
H 6.183 -5.773 31.282 0.002
H 7.661 -6.039 31.090 -0.001
O 5.759 -9.139 30.748 0.194
H 6.208 -8.456 31.247 -0.008
H 5.418 -9.737 31.414 -0.005
O 11.047 -4.655 30.285 0.000
H 11.392 -4.140 29.554 0.000
H 10.100 -4.664 30.146 0.000
O 5.802 -5.502 34.160 0.000
H 6.101 -4.873 33.503 0.000
H 5.635 -4.973 34.940 0.000
O 3.835 -7.363 29.658 0.836
H 4.547 -7.906 29.995 -0.015
H 3.970 -6.509 30.068 -0.016
O 8.220 -4.132 33.002 0.000
H 8.739 -4.813 33.429 0.000
H 8.299 -3.372 33.579 0.000
O 9.896 -6.312 33.356 0.000
H 10.384 -6.942 33.886 0.000
H 10.025 -6.605 32.454 0.000
O 8.127 -4.878 29.383 0.000
H 8.329 -5.701 28.938 0.000
H 7.202 -4.952 29.616 0.000
O 8.573 -7.544 28.919 0.000
H 8.302 -8.101 29.649 0.000
H 8.568 -8.126 28.159 0.000
O 10.338 -7.456 30.778 0.000
H 9.753 -7.467 30.021 0.000
H 11.013 -6.816 30.550 0.000
```

Summary:
Charge: +1
LUMO (spin up / spin down), eV: -3.17 / -10.78
E_HOMO (spin up / spin down), eV: -13.76 / -13.76
Relative energy (zero: lowest compared OMol25 entry of this formula, charge and spin), kJ/mol: 48.5
Multiplicity: 2
Kohn-Sham gap (spin up / spin down), eV: 10.592 / 2.986


(6)
DFT (ωB97M-V/def2-TZVPD) results for one molecule with the formula C2H8NO2P.

The geometry in XYZ format:
```
14
Properties=species:S:1:pos:R:3:nbo_charge:R:1
C 1.358 0.510 -0.828 -1.010
C -1.157 -0.793 -0.851 -1.008
N -0.075 0.172 1.653 -0.645
O 1.057 -2.009 0.699 -1.038
O -0.788 1.404 1.503 -0.610
P 0.359 -0.645 0.170 1.946
H 2.371 0.719 -0.675 0.257
H 1.205 -0.043 -1.831 0.241
H 0.890 1.619 -0.896 0.261
H -0.774 -1.383 -1.710 0.243
H -1.864 -1.426 -0.350 0.254
H -1.635 0.087 -1.253 0.256
H -0.556 -0.391 2.323 0.376
H -0.391 2.180 2.046 0.476
```

Summary:
Charge: 0
SMILES string: CP(C)(=O)NO
LUMO, eV: 0.61
E_HOMO, eV: -9.76
Relative energy (zero: lowest compared OMol25 entry of this formula, charge and spin), kJ/mol: 308.9
Multiplicity: 1
Kohn-Sham gap, eV: 10.367


(7)
DFT (ωB97M-V/def2-TZVPD) results for a 2-piece molecular cluster, C12H17N overall.

The geometry in XYZ format:
```
30
Properties=species:S:1:pos:R:3:nbo_charge:R:1
C 2.947 0.335 0.558 -0.635
C 1.744 -1.887 0.798 -0.028
C 1.774 -0.521 0.893 -0.086
C -0.328 -1.310 1.485 0.188
C 0.499 -0.172 1.421 -0.104
C -1.599 -1.295 2.039 -0.263
C -0.066 1.054 1.814 -0.193
C -2.121 -0.080 2.434 -0.215
C -1.332 1.082 2.352 -0.239
N 0.466 -2.349 1.036 -0.541
H 2.530 -2.526 0.430 0.209
H 0.333 -3.308 1.313 0.402
H 3.018 1.302 1.065 0.219
H 2.910 0.628 -0.489 0.218
H -2.174 -2.183 2.250 0.215
H 0.510 1.963 1.836 0.210
H -3.151 0.006 2.754 0.213
H -1.729 2.060 2.603 0.211
H 3.871 -0.156 0.865 0.223
C -0.470 0.483 -1.996 -0.401
C -1.337 1.771 -2.088 -0.612
C -0.312 -0.286 -3.280 -0.622
H 0.528 0.741 -1.639 0.194
H -0.976 -0.028 -1.201 0.207
H -2.341 1.640 -2.503 0.203
H -0.200 0.283 -4.217 0.203
H -0.751 2.541 -2.565 0.203
H -1.663 1.951 -1.058 0.211
H 0.605 -0.881 -3.286 0.207
H -1.183 -0.859 -3.619 0.206
```

Summary:
Charge: 0
SMILES string: Cc1c[nH]c2ccccc12.CCC
LUMO, eV: 0.91
E_HOMO, eV: -7.86
Relative energy (zero: lowest compared OMol25 entry of this formula, charge and spin), kJ/mol: 81.3
Multiplicity: 1
Kohn-Sham gap, eV: 8.768


(8)
DFT (ωB97M-V/def2-TZVPD) results for C33H57IN2O2SiSn as an isolated structure.

The geometry in XYZ format:
```
97
Properties=species:S:1:pos:R:3:lowdin_charge:R:1
O 0.963 -2.084 0.373 -0.325
O 0.874 -0.234 -4.229 -0.212
C 2.390 -2.273 0.263 -0.271
C 2.944 -3.210 1.317 -0.066
H 2.808 -1.264 0.391 0.108
H 2.645 -2.619 -0.758 0.111
H 2.608 -2.932 2.323 0.059
H 4.036 -3.163 1.299 0.081
H 2.647 -4.245 1.116 0.074
C 0.168 -3.232 0.023 -0.265
C 0.266 -3.573 -1.454 -0.074
H -0.859 -2.945 0.294 0.110
H 0.455 -4.088 0.664 0.112
H 0.143 -2.670 -2.067 0.080
H -0.513 -4.293 -1.723 0.078
H 1.241 -4.026 -1.673 0.070
C -0.212 0.355 -4.973 -0.262
C 1.816 -1.006 -4.991 -0.265
C -1.519 -0.399 -4.803 -0.074
H 0.041 0.422 -6.047 0.120
H -0.320 1.379 -4.581 0.108
H -1.422 -1.432 -5.149 0.064
H -2.294 0.083 -5.403 0.076
H -1.853 -0.403 -3.762 0.070
C 1.223 -2.184 -5.745 -0.087
H 2.551 -1.355 -4.254 0.117
H 2.335 -0.336 -5.696 0.116
H 0.607 -2.823 -5.105 0.074
H 2.033 -2.801 -6.140 0.076
H 0.624 -1.846 -6.595 0.072
H 1.495 1.182 -2.692 0.023
N -0.876 -0.819 3.622 -0.101
C -1.616 -0.140 4.500 -0.371
C -2.013 1.180 4.295 -0.117
C -2.328 1.767 3.065 -0.358
C -2.071 -0.839 5.747 0.003
H -1.229 -1.235 6.329 0.097
H -2.754 -1.667 5.510 0.086
H -2.613 -0.121 6.370 0.084
C -3.403 2.817 3.056 -0.004
H -4.126 2.648 2.246 0.095
H -2.977 3.825 2.957 0.086
H -3.945 2.769 4.007 0.083
N -1.725 1.433 1.926 -0.088
C -0.590 -2.206 3.818 -0.227
C 0.641 -2.606 4.376 -0.231
C 1.632 -1.631 4.935 -0.073
C 0.932 -3.968 4.458 -0.060
H 1.889 -4.265 4.897 0.119
C 0.011 -4.918 4.031 -0.079
H 0.248 -5.976 4.111 0.101
C -1.226 -4.517 3.527 -0.054
H -1.982 -5.250 3.241 0.113
C -1.537 -3.166 3.404 -0.225
C -2.893 -2.751 2.905 -0.040
C -2.008 2.052 0.667 -0.236
C -1.374 3.266 0.318 -0.220
C -0.457 3.968 1.269 -0.061
C -1.631 3.828 -0.932 -0.060
H -1.181 4.793 -1.162 0.111
C -2.456 3.183 -1.855 -0.082
H -2.641 3.631 -2.832 0.103
C -3.047 1.966 -1.517 -0.056
H -3.709 1.457 -2.218 0.107
C -2.824 1.381 -0.274 -0.216
C -3.427 0.046 0.041 -0.043
Sn 0.255 0.344 2.066 0.895
H 2.544 -1.590 4.318 0.081
H 1.948 -1.964 5.938 0.092
H 1.256 -0.602 5.025 -0.025
H -2.894 -1.771 2.409 0.060
H -3.633 -2.721 3.723 0.085
H -3.246 -3.494 2.177 0.083
H 0.008 4.822 0.759 0.083
H 0.362 3.328 1.626 -0.022
H -0.982 4.350 2.157 0.078
H -3.941 0.040 1.011 0.078
H -2.665 -0.749 0.047 0.076
H -4.162 -0.224 -0.729 0.080
H -2.295 1.744 5.194 0.115
C 1.506 2.211 -2.266 -0.168
Si 2.852 3.299 -3.011 0.456
H 0.505 2.624 -2.456 0.012
H 1.606 2.127 -1.170 0.028
C 4.399 2.224 -3.029 -0.191
C 3.156 4.876 -2.030 -0.192
C 2.450 3.804 -4.784 -0.192
H 3.275 4.380 -5.230 0.030
H 1.549 4.431 -4.834 0.027
H 2.280 2.926 -5.424 0.020
H 4.775 2.073 -2.008 0.031
H 5.207 2.668 -3.627 0.027
H 4.166 1.236 -3.452 0.021
H 3.179 4.686 -0.948 0.027
H 2.374 5.627 -2.217 0.026
H 4.118 5.335 -2.302 0.030
I 1.432 2.044 4.002 0.164
```

Summary:
Charge: 0
LUMO, eV: 0.56
E_HOMO, eV: -7.73
Relative energy (zero: lowest compared OMol25 entry of this formula, charge and spin), kJ/mol: 0.0
Multiplicity: 1
Kohn-Sham gap, eV: 8.282